This record from the Open Molecules 2025 dataset describes a cluster of 3 separate species, C19H32Cl2FNO4S in total in a non-equilibrium geometry. The level of theory is ωB97M-V/def2-TZVPD.

Last column: Löwdin charge in e.
CARTESIAN COORDINATES (ANGSTROEM)
C 0.03 0.82 2.11  -0.126
C 0.25 1.25 0.58  -0.555
Cl 0.36 3.05 0.21  0.588
C 0.33 0.27 -0.46  -0.641
Cl 0.15 -1.47 0.02  0.687
N 0.51 0.79 -1.83  -0.237
C 1.95 0.93 -2.23  -0.168
C 2.96 -0.01 -1.44  -0.121
C 3.07 -1.55 -1.68  -0.044
C 4.04 -2.49 -0.94  -0.074
C 5.00 -1.92 0.12  -0.067
C 4.95 -0.39 0.38  -0.035
C 3.97 0.58 -0.38  -0.148
C 4.08 2.13 -0.01  -0.102
S -0.44 -0.06 -2.99  0.788
O -1.77 -0.36 -2.34  -0.308
O 0.20 -1.28 -3.56  -0.292
F -0.73 1.01 -4.28  -0.201
H -0.94 0.22 2.20  0.085
H 0.93 0.24 2.48  0.085
H -0.09 1.76 2.75  0.078
H 2.10 0.86 -3.38  0.145
H 2.24 2.02 -1.97  0.103
H 2.38 -2.01 -2.47  0.087
H 4.01 -3.61 -1.18  0.089
H 5.69 -2.65 0.67  0.088
H 5.69 0.03 1.17  0.096
H 3.78 2.83 -0.86  0.068
H 5.21 2.33 0.18  0.084
H 3.54 2.40 0.97  0.082
C 2.13 -3.16 4.47  -0.078
C 1.18 -2.46 5.43  -0.279
O -0.01 -1.99 4.81  -0.172
C -0.83 -2.98 4.19  -0.282
C -1.33 -4.04 5.15  -0.080
H 2.40 -2.49 3.65  0.077
H 3.04 -3.46 4.99  0.078
H 1.68 -4.05 4.03  0.066
H 1.68 -1.58 5.84  0.117
H 0.93 -3.11 6.28  0.105
H -0.30 -3.43 3.34  0.103
H -1.69 -2.45 3.77  0.117
H -0.51 -4.61 5.59  0.065
H -1.98 -4.75 4.63  0.079
H -1.89 -3.59 5.97  0.083
C -5.33 3.69 -5.04  -0.083
C -5.70 3.41 -3.60  -0.283
O -5.45 2.07 -3.19  -0.159
C -4.10 1.64 -3.26  -0.275
C -3.15 2.46 -2.41  -0.081
H -5.86 3.01 -5.71  0.082
H -5.58 4.72 -5.31  0.076
H -4.26 3.55 -5.22  0.063
H -6.78 3.57 -3.48  0.117
H -5.21 4.11 -2.92  0.103
H -3.77 1.61 -4.31  0.107
H -4.09 0.60 -2.91  0.109
H -3.11 3.50 -2.72  0.070
H -2.13 2.05 -2.48  0.029
H -3.46 2.44 -1.36  0.090

Computed properties:
* LUMO energy: -0.45 eV
* SMILES: C/C(Cl)=C(\Cl)N(Cc1ccccc1C)S(=O)(=O)F.CCOCC.CCOCC
* molecular weight: 460.44 u
* E_HOMO: -0.32631 Ha

***

This record from the Open Molecules 2025 dataset describes a cluster of 2 separate species, C19H32Cl2INO8PS in total in a non-equilibrium geometry. The level of theory is ωB97M-V/def2-TZVPD.

Last column: Löwdin charge in e.
CARTESIAN COORDINATES (ANGSTROEM)
C -3.03 -2.61 2.94  -0.075
O -3.19 -1.84 1.74  -0.169
C -2.09 -1.96 0.89  -0.244
C -2.35 -1.18 -0.39  -0.118
C -1.21 -0.22 -0.79  -0.107
N 0.00 -0.99 -1.16  0.032
C 0.01 -1.62 -2.37  -0.301
P -1.42 -1.49 -3.58  0.621
O -1.42 0.08 -3.99  -0.325
Cl -0.66 -2.37 -5.27  0.319
C 1.08 -2.40 -2.71  -0.032
C 2.16 -2.57 -1.86  -0.130
C 3.30 -3.47 -2.23  -0.205
C 2.85 -4.93 -2.05  -0.759
C 2.13 -5.18 -0.74  -0.174
I 4.64 -6.13 -2.03  0.890
C 2.14 -1.87 -0.67  -0.190
O 3.18 -1.95 0.21  0.071
C 1.05 -1.08 -0.33  -0.085
C 1.10 -0.35 0.98  -0.111
C 1.97 0.92 0.82  -0.157
C 1.78 1.77 2.08  -0.224
C 2.85 2.86 2.23  -0.253
S 2.18 4.34 2.97  0.323
O 0.84 4.55 2.52  -0.338
O 3.08 5.40 2.73  -0.318
Cl 2.17 3.98 4.96  0.428
H -1.99 -2.90 3.09  0.082
H -3.35 -2.01 3.78  0.091
H -3.63 -3.51 2.85  0.093
H -1.88 -3.01 0.65  0.131
H -1.20 -1.60 1.42  0.102
H -3.21 -0.56 -0.20  0.131
H -2.57 -1.87 -1.19  0.075
H -1.58 0.38 -1.61  0.108
H -1.04 0.45 0.04  0.126
H -0.74 0.62 -3.57  0.068
H 1.10 -2.93 -3.65  0.066
H 3.54 -3.28 -3.28  0.129
H 4.13 -3.25 -1.57  0.089
H 2.28 -5.23 -2.91  0.079
H 1.14 -4.73 -0.71  0.078
H 2.70 -4.80 0.11  0.081
H 2.02 -6.25 -0.59  0.065
H 3.93 -1.48 -0.18  0.136
H 0.12 -0.08 1.35  0.096
H 1.59 -1.02 1.68  0.136
H 1.61 1.44 -0.06  0.131
H 3.00 0.59 0.72  0.116
H 0.76 2.15 2.05  0.110
H 1.83 1.09 2.92  0.123
H 3.25 3.11 1.26  0.114
H 3.60 2.46 2.89  0.102
C -1.77 5.80 1.51  -0.024
O -3.10 5.53 1.02  0.017
C -3.20 4.67 0.02  -0.625
O -2.30 4.06 -0.51  0.095
O -4.49 4.63 -0.33  0.009
C -4.78 3.79 -1.44  -0.043
H -1.89 6.53 2.31  0.101
H -1.30 4.91 1.90  0.060
H -1.17 6.25 0.72  0.103
H -4.52 2.76 -1.22  0.084
H -4.26 4.13 -2.33  0.099
H -5.86 3.86 -1.60  0.097

Computed properties:
* total charge: +1
* LUMO energy: -4.28 eV
* molecular weight: 663.32 u
* E_HOMO: -0.44363 Ha

***

This record from the Open Molecules 2025 dataset describes a structure of composition C19H32Cl4NO5PPd. The level of theory is ωB97M-V/def2-TZVPD.

Last column: Mulliken spin population.
CARTESIAN COORDINATES (ANGSTROEM)
Pd -0.98 -1.67 -0.94  1.326
Cl 2.57 -8.03 -1.62  0.052
C 2.10 -6.43 -1.23  0.271
C 1.02 -5.86 -1.91  -0.089
C 0.63 -4.59 -1.60  0.169
Cl -0.65 -3.85 -2.45  0.071
C 1.32 -3.81 -0.57  0.060
O 0.99 -2.66 -0.25  0.349
C 2.45 -4.47 0.08  0.183
Cl 3.28 -3.58 1.27  0.031
C 2.81 -5.74 -0.24  -0.086
H 0.50 -6.42 -2.68  -0.002
H 3.64 -6.22 0.27  -0.001
O -2.91 -1.15 -4.72  0.006
Cl -2.37 -0.67 -3.49  0.003
O -2.70 0.71 -3.27  0.003
O -2.91 -1.47 -2.37  0.029
O -0.92 -0.85 -3.45  0.005
C -0.96 4.18 0.63  0.008
C -1.26 2.90 -0.16  0.097
C -0.98 3.17 -1.65  -0.005
C -2.76 2.57 -0.07  0.011
P -0.26 1.43 0.44  -0.104
N -1.07 0.09 0.05  0.918
C -0.22 1.31 2.31  0.081
C 0.16 -0.13 2.71  0.053
C 0.73 2.30 2.99  0.005
C -1.64 1.53 2.87  -0.004
C 1.48 1.47 -0.24  -0.016
C 2.21 2.81 -0.09  0.002
C 2.32 0.38 0.44  0.009
C 1.42 1.06 -1.73  0.026
H -1.54 4.99 0.18  -0.001
H 0.09 4.47 0.59  0.001
H -1.26 4.11 1.67  0.001
H -1.67 3.95 -1.97  0.003
H -1.17 2.30 -2.27  -0.003
H 0.03 3.55 -1.83  0.000
H -3.29 3.37 -0.58  0.001
H -3.12 2.53 0.95  0.003
H -3.00 1.64 -0.57  -0.001
H 1.17 -0.41 2.44  -0.002
H -0.53 -0.85 2.26  -0.020
H 0.07 -0.21 3.80  0.001
H 1.78 2.08 2.78  0.002
H 0.60 2.22 4.07  -0.002
H 0.54 3.33 2.71  0.002
H -2.36 0.88 2.37  0.008
H -1.97 2.56 2.79  0.000
H -1.62 1.27 3.93  0.001
H 2.29 3.13 0.94  -0.001
H 1.74 3.61 -0.67  0.000
H 3.22 2.69 -0.48  -0.001
H 2.55 0.60 1.48  0.002
H 3.27 0.31 -0.10  0.000
H 1.84 -0.60 0.38  -0.002
H 0.95 1.79 -2.37  0.004
H 0.90 0.11 -1.87  -0.010
H 2.45 0.93 -2.07  -0.001
C -2.13 -3.03 0.42  0.633
H -2.23 -2.55 1.38  -0.037
H -1.57 -3.97 0.46  -0.019
H -3.06 -3.11 -0.14  -0.022

Computed properties:
* energy relative to the best compared isomer or geometry (same formula, charge and spin): 27.2 kcal per mole
* LUMO energy (spin up / spin down): -0.15 / -3.22 eV
* 2S+1: 5
* molecular weight: 633.67 u
* E_HOMO (spin up / spin down): -0.25744 / -0.30787 Ha

***

This record from the Open Molecules 2025 dataset describes a structure of composition C19H32MgN5OSe. The level of theory is ωB97M-V/def2-TZVPD.

Last column: Löwdin charge in e.
CARTESIAN COORDINATES (ANGSTROEM)
Mg -0.28 0.39 0.45  0.489
N -0.58 0.45 -3.12  0.249
C 0.52 1.50 -3.34  -0.232
C 0.10 2.86 -2.80  -0.079
C 0.38 3.12 -1.32  -0.318
N -0.61 2.40 -0.45  0.029
C 1.80 2.73 -0.94  -0.086
C 2.22 1.33 -1.36  -0.313
N 1.67 0.30 -0.41  0.026
C 1.88 1.03 -2.82  -0.075
H -1.39 0.67 -3.72  0.183
H -0.93 0.37 -2.16  0.103
H -0.25 -0.48 -3.40  0.175
H 0.56 1.55 -4.43  0.165
H -0.93 3.10 -3.06  0.139
H 0.70 3.59 -3.36  0.153
H 0.26 4.19 -1.16  0.161
H -1.55 2.61 -0.78  0.116
H -0.58 2.87 0.47  0.088
H 1.97 2.87 0.13  0.130
H 2.48 3.44 -1.43  0.150
H 3.31 1.27 -1.29  0.159
H 2.14 0.47 0.48  0.092
H 2.03 -0.62 -0.69  0.118
H 2.06 -0.01 -3.09  0.137
H 2.60 1.60 -3.42  0.153
C -4.02 -0.45 -0.08  0.033
C -2.80 -1.16 -0.55  -0.303
O -1.69 -0.53 -0.49  -0.156
C -2.85 -2.51 -1.05  -0.168
C -1.66 -3.22 -1.30  -0.013
C -1.72 -4.52 -1.77  -0.034
C -2.96 -5.11 -2.01  0.002
C -4.14 -4.41 -1.78  -0.014
C -4.09 -3.12 -1.30  0.019
H -3.75 0.45 0.46  0.096
H -4.64 -1.08 0.54  0.115
H -4.63 -0.16 -0.95  0.123
H -0.70 -2.77 -1.10  0.106
H -0.81 -5.08 -1.94  0.123
H -3.00 -6.13 -2.37  0.133
H -5.10 -4.88 -1.98  0.131
H -5.01 -2.59 -1.12  0.126
C 1.16 -2.06 3.75  0.003
N 1.93 -0.83 3.97  -0.114
C 3.12 -0.77 4.67  0.006
C 3.45 0.53 4.78  0.004
N 2.47 1.26 4.14  -0.111
C 2.42 2.72 4.13  0.008
C 1.54 0.41 3.65  -0.645
Se -0.12 0.92 2.92  0.754
H 1.80 -2.90 3.98  0.108
H 0.85 -2.11 2.71  0.073
H 0.29 -2.06 4.39  0.111
H 3.61 -1.66 5.04  0.146
H 4.29 1.01 5.26  0.148
H 3.43 3.10 3.98  0.108
H 2.02 3.07 5.08  0.117
H 1.77 3.05 3.33  0.056

Computed properties:
* total charge: +3
* energy relative to the best compared isomer or geometry (same formula, charge and spin): 0.0 kcal per mole
* LUMO energy: -9.00 eV
* molecular weight: 449.76 u
* E_HOMO: -0.61109 Ha

***

This record from the Open Molecules 2025 dataset describes an isolated molecule of C19H32N2O2. The level of theory is ωB97M-V/def2-TZVPD.

Last column: Löwdin charge in e.
CARTESIAN COORDINATES (ANGSTROEM)
C 3.33 1.88 -6.54  0.001
C 4.41 1.12 -6.46  -0.205
C 4.39 -0.36 -6.31  -0.223
H 4.88 -0.81 -7.19  0.112
C 5.14 -0.82 -5.06  -0.215
C 4.57 -0.25 -3.76  -0.222
C 3.17 -0.77 -3.43  -0.219
C 2.67 -0.25 -2.09  -0.221
C 1.27 -0.77 -1.77  -0.217
C 0.67 -0.15 -0.50  -0.197
H -0.37 -0.46 -0.42  0.108
H 0.69 0.94 -0.59  0.123
C 1.42 -0.56 0.77  -0.112
C 0.71 0.01 1.98  -0.488
O 1.04 1.02 2.57  0.070
N -0.38 -0.70 2.37  0.068
H -0.66 -1.57 1.94  0.152
N -1.14 -0.28 3.46  0.061
C -2.47 0.02 3.32  -0.238
C -3.22 -0.39 2.28  0.018
C -4.64 -0.15 2.19  -0.423
O -5.31 -0.54 1.25  0.061
C -5.25 0.65 3.32  -0.070
H -5.19 1.70 3.04  0.138
C -4.55 0.44 4.67  -0.556
C -4.72 -1.01 5.13  -0.030
H -4.31 -1.70 4.41  0.086
H -5.78 -1.24 5.26  0.090
H -4.22 -1.16 6.09  0.087
C -5.14 1.38 5.72  -0.049
H -5.04 2.42 5.41  0.084
H -6.20 1.17 5.86  0.086
H -4.64 1.26 6.67  0.085
C -3.06 0.76 4.48  -0.078
H -2.94 1.83 4.30  0.140
H -2.51 0.52 5.39  0.131
H -6.31 0.40 3.40  0.132
H -2.78 -0.92 1.44  0.105
H -0.58 0.36 4.03  0.144
H 2.43 -0.16 0.75  0.119
H 1.46 -1.65 0.84  0.122
H 0.61 -0.54 -2.61  0.114
H 1.31 -1.85 -1.66  0.115
H 2.65 0.84 -2.12  0.123
H 3.37 -0.55 -1.31  0.109
H 2.47 -0.47 -4.22  0.106
H 3.20 -1.87 -3.41  0.120
H 4.53 0.84 -3.84  0.108
H 5.24 -0.50 -2.94  0.112
H 5.13 -1.91 -5.01  0.109
H 6.19 -0.51 -5.14  0.108
H 3.36 -0.72 -6.29  0.103
H 5.39 1.57 -6.49  0.105
H 3.39 2.95 -6.65  0.049
H 2.34 1.46 -6.52  0.056

Computed properties:
* energy relative to the best compared isomer or geometry (same formula, charge and spin): 43.7 kcal per mole
* LUMO energy: 0.68 eV
* SMILES: C=CCCCCCCCCC(=O)NNC1=CC(=O)CC(C)(C)C1
* molecular weight: 320.48 u
* E_HOMO: -0.31686 Ha

***

This record from the Open Molecules 2025 dataset describes a structure of composition C19H32N2O2 in a non-equilibrium geometry. The level of theory is ωB97M-V/def2-TZVPD.

Last column: Löwdin charge in e.
CARTESIAN COORDINATES (ANGSTROEM)
C 0.45 -3.36 3.14  -0.034
C -1.03 -3.16 2.51  -0.244
C -1.44 -1.79 2.75  -0.241
C -2.72 -1.40 1.98  -0.170
C -3.17 0.06 1.97  -0.245
C -4.29 0.51 1.32  -0.254
O -4.10 0.35 -0.02  0.011
C -3.20 0.69 -0.79  -0.354
C -2.60 1.93 -0.42  -0.041
C -1.69 2.58 -1.16  -0.108
C -1.07 1.82 -2.15  -0.174
C -1.69 0.62 -2.71  -0.032
C -2.89 0.23 -2.10  -0.001
H -3.27 -0.77 -2.11  0.103
H -1.51 0.18 -3.68  0.109
C 0.11 2.56 -2.97  -0.217
N 1.22 2.06 -2.55  -0.135
C 1.59 2.43 -1.11  -0.081
C 2.88 1.75 -0.64  -0.273
N 3.08 0.49 -0.68  -0.198
C 2.82 -0.04 -2.23  -0.053
C 1.56 0.53 -2.45  -0.197
H 1.27 0.15 -3.51  0.145
H 0.75 0.06 -1.82  0.131
H 2.87 -1.36 -2.27  0.222
H 3.47 0.43 -2.79  0.062
C 4.15 -0.03 -0.32  -0.323
H 4.53 0.34 0.75  0.175
C 3.95 -1.44 0.37  -0.151
O 2.68 -1.42 1.17  -0.013
H 2.14 -0.98 0.74  -0.089
H 4.68 -2.01 0.85  0.087
H 3.70 -2.26 -0.45  0.115
H 5.04 -0.14 -1.01  0.145
H 3.16 2.24 0.27  0.135
H 3.73 2.24 -1.19  0.140
H 1.46 3.29 -1.17  -0.012
H 0.88 2.09 -0.22  0.170
H 0.02 2.14 -4.03  0.151
H 0.25 3.52 -2.83  0.082
H -1.28 3.67 -0.75  0.170
H -2.78 2.67 0.70  0.205
H -4.53 1.51 1.49  0.114
H -5.15 -0.11 1.58  0.150
H -3.18 0.18 3.20  0.190
H -2.42 0.72 1.87  0.061
H -3.53 -1.95 2.41  0.106
H -2.75 -1.50 0.90  0.113
H -0.56 -1.18 2.23  0.152
H -1.22 -1.46 3.77  0.116
H -1.64 -3.87 2.95  0.075
H -0.88 -3.45 1.41  0.140
H 1.07 -2.94 2.62  -0.053
H 0.42 -3.06 4.16  0.076
H 0.65 -4.34 3.02  0.039

Computed properties:
* energy relative to the best compared isomer or geometry (same formula, charge and spin): 417.3 kcal per mole
* LUMO energy: 0.74 eV
* molecular weight: 320.48 u
* E_HOMO: -0.29021 Ha